[1]
Entry from the Open Molecules 2025 dataset: the molecule C3H4N2O2 in a non-equilibrium geometry (ωB97M-V/def2-TZVPD).

lowest unoccupied orbital energy: 0.6 eV
E_tot: -376.59575 Ha
E_HOMO: -10.4 eV
gap between HOMO and LUMO: 11.06 eV
SMILES: OCc1conn1
energy relative to the best compared isomer or geometry (same formula, charge and spin): 105.4 kcal/mol

ORCA input file:
```
! wB97M-V def2-TZVPD RIJCOSX def2/J DEFGRID3
* xyz 0 1
O 1.3348 1.2822 1.1303
C 1.2491 0.0275 0.4909
C -0.2218 -0.2995 -0.0118
C -0.6035 -0.5484 -1.2548
O -2.0177 -0.4876 -1.1848
N -2.3536 -0.1821 0.0655
N -1.2916 0.0073 0.6964
H 0.3274 1.5210 1.5430
H 1.7982 -0.7577 1.1002
H 1.9360 0.1841 -0.3715
H -0.1574 -0.7468 -2.2034
*
```


[2]
Entry from the Open Molecules 2025 dataset: a structure of composition C13H19NO4P2Rb (ωB97M-V/def2-TZVPD).

lowest unoccupied orbital energy: 2.1 eV
E_tot: -1569.43337 Ha
E_HOMO: -5.1 eV
gap between HOMO and LUMO: 7.17 eV
energy relative to the best compared isomer or geometry (same formula, charge and spin): 0.0 kcal/mol

ORCA input file:
```
! wB97M-V def2-TZVPD RIJCOSX def2/J DEFGRID3
* xyz -1 1
Rb 1.1836 0.0974 0.0472
O 5.5922 -0.8943 -0.8132
C 4.5355 -0.2621 -0.6604
O 3.7945 -0.2056 0.3574
C 4.0618 0.5499 -1.8870
C 4.9563 0.9855 -2.8574
C 4.4683 1.7343 -3.9180
C 3.1098 2.0048 -3.9985
C 2.2745 1.5029 -3.0082
N 2.7582 0.8063 -1.9820
C 0.7470 1.7579 -3.0365
O 0.3454 2.5514 -3.9007
O 0.0668 1.1425 -2.1697
H 6.0015 0.7283 -2.7580
H 5.1447 2.1030 -4.6815
H 2.6767 2.5878 -4.7990
C -0.5799 -3.2658 3.3125
P -0.7372 -1.6653 2.4162
C -0.7880 -0.5276 3.8598
C -2.5515 -1.7630 2.0349
C -3.2000 -0.4215 1.6848
P -2.2207 0.5666 0.4563
C -2.5333 -0.3851 -1.0740
C -3.3887 1.9609 0.2038
H 0.4296 -3.3525 3.7159
H -0.7311 -4.0881 2.6118
H -1.3031 -3.3565 4.1265
H -1.5735 -0.8010 4.5692
H -0.9553 0.4931 3.5139
H 0.1770 -0.5578 4.3670
H -3.0684 -2.2194 2.8864
H -2.6526 -2.4545 1.1934
H -3.2818 0.1934 2.5863
H -4.2197 -0.5881 1.3204
H -3.6009 -0.4924 -1.2801
H -2.0791 -1.3744 -0.9863
H -2.0279 0.1388 -1.8890
H -4.4045 1.6198 -0.0097
H -3.0250 2.5483 -0.6405
H -3.4015 2.6023 1.0860
*
```


[3]
Entry from the Open Molecules 2025 dataset: a structure of composition C35H53BrN4ORuS3Si2 in a non-equilibrium geometry (ωB97M-V/def2-TZVPD).

⟨S²⟩: 0.805
lowest unoccupied orbital energy (alpha / beta): 2.1 / 2.2 eV
E_tot: -6102.42048 Ha
E_HOMO (alpha / beta): -4.4 / -4.4 eV
gap between HOMO and LUMO (alpha / beta): 6.49 / 6.57 eV
energy relative to the best compared isomer or geometry (same formula, charge and spin): 25.6 kcal/mol

ORCA input file:
```
! wB97M-V def2-TZVPD RIJCOSX def2/J DEFGRID3
* xyz -1 2
Ru -0.1480 0.0534 0.1044
C 3.9892 0.5138 5.1880
C 3.7916 -0.8780 4.5933
N 2.4396 -1.0643 4.0831
C 1.4741 -1.6705 4.9815
C 1.4141 -3.1903 4.8349
C 2.1433 -0.6628 2.8189
S 0.5327 -1.0315 2.2669
N 3.1271 -0.0982 2.1555
C 3.0760 0.3499 0.8924
O 2.1012 0.3517 0.1263
C 4.3372 0.9228 0.3680
C 4.3472 1.4448 -0.9282
C 5.5034 1.9892 -1.4568
C 6.6684 2.0203 -0.7006
C 6.6648 1.5047 0.5889
C 5.5099 0.9605 1.1219
H 4.9998 0.6200 5.5871
H 3.2741 0.6967 5.9924
H 3.8351 1.2626 4.4111
H 3.9747 -1.6466 5.3475
H 4.4899 -1.0235 3.7728
H 0.4909 -1.2504 4.7802
H 1.7561 -1.4023 6.0026
H 1.0828 -3.4443 3.8282
H 0.7099 -3.6139 5.5532
H 2.3966 -3.6357 5.0043
H 3.4313 1.4069 -1.5036
H 5.5002 2.3914 -2.4620
H 7.5748 2.4436 -1.1153
H 7.5730 1.5296 1.1789
H 5.4998 0.5608 2.1263
S 0.6074 -0.4744 -2.2347
C -0.9032 -0.4719 -3.0881
C -0.9962 -1.1074 -4.3272
C -2.1738 -1.1083 -5.0659
C -2.2193 -1.7630 -6.3277
N -2.2330 -2.2953 -7.3481
C -3.3122 -0.4510 -4.5492
C -3.2229 0.1749 -3.3103
C -2.0455 0.1741 -2.5696
S -2.0259 1.0080 -1.0357
C -4.5360 -0.4267 -5.2718
N -5.5401 -0.3967 -5.8341
H -0.1221 -1.6124 -4.7180
H -4.0912 0.6788 -2.9049
C 1.1655 2.4850 2.6233
Si -0.1217 2.1408 1.2578
C 0.1271 3.5827 0.0371
C -1.8171 2.3380 2.1177
H 0.9911 3.4868 3.0252
H 2.1828 2.4524 2.2279
H 1.1009 1.7698 3.4459
H 0.0887 4.5380 0.5723
H -0.6434 3.5841 -0.7331
H 1.0979 3.5048 -0.4577
H -1.8467 3.2980 2.6439
H -1.9984 1.5425 2.8435
H -2.6274 2.3199 1.3869
C -2.1106 -6.6892 -1.7296
C -1.3744 -5.4575 -1.1797
C -0.2683 -5.9329 -0.2274
C -0.6751 -4.7272 -2.3375
Si -2.6122 -4.2863 -0.2665
Br -1.4872 -2.2977 -0.0689
C -4.1670 -3.7984 -1.3109
C -5.2290 -4.9074 -1.2457
C -3.7720 -3.5731 -2.7784
C -4.7867 -2.4796 -0.8213
C -2.9925 -4.8051 1.5614
C -3.4531 -6.2699 1.6190
C -4.1036 -3.9206 2.1442
C -1.7662 -4.6282 2.4699
H -1.3892 -7.3805 -2.1770
H -2.8296 -6.4145 -2.5037
H -2.6454 -7.2263 -0.9418
H 0.4626 -6.5203 -0.7925
H -0.6570 -6.5693 0.5693
H 0.2584 -5.0862 0.2183
H 0.0103 -5.4214 -2.8358
H -0.0878 -3.8817 -1.9757
H -1.3722 -4.3559 -3.0860
H -4.8270 -5.8725 -1.5651
H -6.0644 -4.6565 -1.9066
H -5.6275 -5.0219 -0.2352
H -3.4412 -4.4930 -3.2634
H -2.9817 -2.8222 -2.8639
H -4.6386 -3.2006 -3.3338
H -5.1035 -2.5208 0.2195
H -5.6668 -2.2539 -1.4327
H -4.0882 -1.6488 -0.9309
H -4.3118 -6.4489 0.9669
H -3.7492 -6.5241 2.6420
H -2.6548 -6.9545 1.3256
H -5.0556 -4.0678 1.6320
H -3.8316 -2.8644 2.0916
H -4.2516 -4.1757 3.1989
H -0.9217 -5.2410 2.1600
H -2.0341 -4.9224 3.4913
H -1.4370 -3.5892 2.4984
*
```


[4]
Entry from the Open Molecules 2025 dataset: a cluster of 2 separate species, C28H30N3S in total in a non-equilibrium geometry (ωB97M-V/def2-TZVPD).

lowest unoccupied orbital energy: -5.5 eV
E_tot: -1647.14992 Ha
E_HOMO: -10.4 eV
gap between HOMO and LUMO: 4.92 eV

ORCA input file:
```
! wB97M-V def2-TZVPD RIJCOSX def2/J DEFGRID3
* xyz 1 1
C -0.3740 1.7942 -3.8317
C 0.3668 1.2786 -2.6008
N -0.1848 0.1101 -2.0624
C -0.4959 -0.8182 -2.9061
N -0.4289 -0.6260 -4.3076
C -0.3427 0.7223 -4.9036
C -0.7406 -1.6723 -5.3035
C -1.7452 -2.6669 -4.7514
C -1.1111 -3.4046 -3.5885
S -1.0197 -2.3671 -2.1476
H -1.4133 2.0203 -3.5631
H 0.0643 2.7334 -4.1975
H 1.4068 1.0515 -2.8687
H 0.4068 2.0444 -1.8141
H -1.1787 0.8448 -5.6022
H 0.5768 0.7863 -5.4987
H -1.1072 -1.2099 -6.2262
H 0.1907 -2.1807 -5.5731
H -2.6162 -2.1118 -4.3798
H -2.1159 -3.3531 -5.5266
H -1.6515 -4.3240 -3.3394
H -0.0865 -3.6917 -3.8437
C 0.8245 5.8602 2.8778
N 1.3403 4.5745 3.3720
C 1.7471 4.5937 4.7875
C 0.9674 3.3478 2.7460
C 1.7972 2.7216 1.7938
C 1.4958 1.4854 1.2918
C 0.3445 0.7826 1.7103
C 0.1158 -0.6118 1.3735
C -1.1603 -1.2758 1.4271
C -0.9614 -2.6704 1.5301
C -2.0401 -3.5345 1.7010
C -3.3074 -2.9990 1.7492
C -3.5176 -1.6252 1.6108
C -2.4631 -0.7622 1.4377
C 0.4594 -2.9141 1.4716
C 1.1076 -1.6625 1.3406
C 2.5084 -1.6224 1.3160
C 3.2144 -2.7969 1.4047
C 2.5615 -4.0253 1.5349
C 1.1877 -4.0958 1.5745
C -0.5225 1.4494 2.6068
C -0.2208 2.6842 3.1054
H 0.3614 5.7259 1.9014
H 0.0769 6.2575 3.5620
H 1.6308 6.5849 2.7809
H 1.9755 3.5847 5.1282
H 2.6361 5.2065 4.9233
H 0.9513 4.9944 5.4123
H 2.6942 3.2308 1.4906
H 2.1256 1.0504 0.5364
H -1.8742 -4.5934 1.8121
H -4.1526 -3.6501 1.9024
H -4.5205 -1.2364 1.6538
H -2.6260 0.2893 1.2831
H 3.0194 -0.6810 1.2337
H 4.2910 -2.7731 1.3759
H 3.1427 -4.9286 1.6222
H 0.6768 -5.0366 1.7009
H -1.4019 0.9393 2.9588
H -0.8846 3.1723 3.7953
*
```


[5]
Entry from the Open Molecules 2025 dataset: the molecule C6H7N in a non-equilibrium geometry (ωB97M-V/def2-TZVPD).

lowest unoccupied orbital energy: 0.6 eV
E_tot: -287.46320 Ha
E_HOMO: -9.1 eV
gap between HOMO and LUMO: 9.67 eV
SMILES: N#CC1CC=CC1
energy relative to the best compared isomer or geometry (same formula, charge and spin): 77.8 kcal/mol

ORCA input file:
```
! wB97M-V def2-TZVPD RIJCOSX def2/J DEFGRID3
* xyz 0 1
N -0.1316 -0.8517 -3.1455
C -0.1103 -0.7739 -1.9946
C -0.0910 -0.6458 -0.5365
C -1.2824 0.1564 0.0544
C -0.7169 0.7600 1.3314
C 0.6270 0.8070 1.1817
C 1.1647 0.1023 -0.0166
H -0.1162 -1.6612 -0.1184
H -1.5657 0.9623 -0.6385
H -2.1779 -0.4515 0.1912
H -0.3570 0.1169 2.1886
H 1.2403 1.2110 1.9820
H 1.5325 0.8489 -0.7139
H 1.9846 -0.5809 0.2346
*
```


[6]
Entry from the Open Molecules 2025 dataset: a cluster of 3 separate species, C5H14N in total in a non-equilibrium geometry (ωB97M-V/def2-TZVPD).

lowest unoccupied orbital energy: -6.9 eV
E_tot: -253.12508 Ha
E_HOMO: -13.8 eV
gap between HOMO and LUMO: 6.94 eV
energy relative to the best compared isomer or geometry (same formula, charge and spin): 184.0 kcal/mol

ORCA input file:
```
! wB97M-V def2-TZVPD RIJCOSX def2/J DEFGRID3
* xyz 1 1
C 0.2689 -0.0136 0.7149
C -0.4158 -0.7405 -0.3072
C 0.2970 -2.0191 -0.9333
C 0.1028 0.4845 -0.9850
C -0.8221 1.5625 -1.4518
N -0.1310 -0.1503 2.0463
H 2.5022 2.3730 0.0697
H 1.4199 1.9160 3.7903
H -1.5026 -0.8694 -0.2213
H -0.2018 -2.3612 -1.9028
H 0.2158 -2.9275 -0.2000
H 1.3778 -1.8413 -0.8834
H 1.1052 0.3337 -1.3770
H 2.5775 1.6374 0.1023
H -1.8579 1.1972 -1.6553
H -0.2820 1.9773 -2.2987
H -0.9602 2.2838 -0.5750
H 0.7774 2.2472 3.9434
H -1.0625 0.1395 2.2983
H 0.2157 -1.0173 2.4869
*
```


[7]
Entry from the Open Molecules 2025 dataset: a cluster of 2 separate species, C5H11NO2 in total (ωB97M-V/def2-TZVPD).

lowest unoccupied orbital energy: 1.0 eV
E_tot: -402.27733 Ha
E_HOMO: -9.2 eV
gap between HOMO and LUMO: 10.21 eV
SMILES: CC(C)=NO.CC=O
energy relative to the best compared isomer or geometry (same formula, charge and spin): 63.3 kcal/mol

ORCA input file:
```
! wB97M-V def2-TZVPD RIJCOSX def2/J DEFGRID3
* xyz 0 1
C -0.4664 2.0801 0.4814
C 0.6774 1.1429 0.2588
C 1.1082 0.2497 1.3811
N 1.3294 1.0669 -0.8260
O 0.9199 1.9456 -1.8355
H -0.1280 3.1044 0.3424
H -1.2336 1.8823 -0.2661
H -0.8844 1.9817 1.4853
H 0.2216 -0.1762 1.8654
H 1.6539 0.8348 2.1221
H 1.7580 -0.5466 1.0187
H 1.4532 1.6851 -2.5965
C -1.0761 -2.6037 -0.0293
C -0.7135 -1.5922 -1.0712
O -1.2285 -0.5228 -1.2135
H -0.1706 -2.9690 0.4576
H -1.7576 -2.1815 0.7031
H -1.5513 -3.4467 -0.5225
H 0.0883 -1.9347 -1.7553
*
```


[8]
Entry from the Open Molecules 2025 dataset: the molecule C21H21N3O6 in a non-equilibrium geometry (ωB97M-V/def2-TZVPD).

lowest unoccupied orbital energy: -0.3 eV
E_tot: -1428.54746 Ha
E_HOMO: -8.5 eV
gap between HOMO and LUMO: 8.12 eV
SMILES: COc1ccc(/C(N)=N/OC(=O)CCCN2C(=O)c3ccccc3C2=O)cc1OC
energy relative to the best compared isomer or geometry (same formula, charge and spin): 22.4 kcal/mol

ORCA input file:
```
! wB97M-V def2-TZVPD RIJCOSX def2/J DEFGRID3
* xyz 0 1
C -3.8861 -0.1274 -2.2930
O -3.5676 0.5477 -1.0993
C -2.2671 0.9124 -0.8749
C -1.2204 0.5322 -1.7081
C 0.0828 0.9082 -1.4534
C 0.3767 1.6983 -0.3498
C 1.7593 2.1411 -0.1160
N 1.9715 3.3366 0.4794
N 2.6735 1.3270 -0.4938
O 3.9997 1.8206 -0.3850
C 4.9476 0.9256 -0.0524
O 6.0955 1.2790 -0.1014
C 4.4799 -0.4221 0.4360
C 3.8625 -1.2944 -0.6645
C 3.0443 -2.4457 -0.0729
N 1.6731 -2.0846 0.2394
C 1.2568 -1.3860 1.3623
O 1.9766 -0.9323 2.2163
C -0.2249 -1.3798 1.3063
C -1.1562 -0.8677 2.1844
C -2.5000 -1.1007 1.9099
C -2.8888 -1.8246 0.7938
C -1.9473 -2.3306 -0.0971
C -0.6162 -2.0914 0.1714
C 0.6102 -2.5234 -0.5399
O 0.7163 -3.1486 -1.5648
C -0.6589 2.0780 0.4927
C -1.9749 1.6952 0.2594
O -2.8499 2.1276 1.2100
C -4.2454 2.0661 1.0108
H -4.9680 -0.2514 -2.2735
H -3.6050 0.4582 -3.1734
H -3.4099 -1.1107 -2.3411
H -1.4187 -0.0766 -2.5747
H 0.8760 0.6032 -2.1150
H 1.2243 4.0005 0.5669
H 2.9201 3.6708 0.5271
H 5.3391 -0.9290 0.8770
H 3.7339 -0.2449 1.2134
H 4.6594 -1.7077 -1.2841
H 3.2111 -0.6910 -1.2957
H 3.5169 -2.8121 0.8427
H 2.9731 -3.2611 -0.7977
H -0.8479 -0.3159 3.0582
H -3.2506 -0.7185 2.5852
H -3.9389 -2.0024 0.6144
H -2.2389 -2.9081 -0.9612
H -0.4718 2.6622 1.3802
H -4.6071 1.0373 0.9758
H -4.5446 2.5845 0.0973
H -4.6752 2.5765 1.8727
*
```